Entry P
C4H9NO | ωB97M-V with the def2-TZVPD basis set

Computed properties:
LUMO energy = 0.95 eV
E_HOMO = -0.3213 Ha
SMILES string = CN(C)CC=O
HOMO-LUMO gap = 9.7 eV

Last column: natural (NBO) charge in e.
Element x y z (Å)
H (1.17, -0.30, 2.02)  0.21
C (-0.83, -0.16, -0.72)  -0.34
C (-0.31, -1.35, -1.50)  0.43
C (-0.10, 1.58, 0.77)  -0.41
H (-1.04, 2.10, 0.54)  0.20
H (0.76, -1.65, 0.97)  0.20
H (1.81, -0.33, 0.36)  0.16
O (-0.50, -1.45, -2.69)  -0.52
H (-0.73, 0.70, -1.41)  0.21
H (0.69, 1.99, 0.11)  0.16
C (0.93, -0.57, 0.98)  -0.42
H (0.16, 1.80, 1.81)  0.20
H (-1.91, -0.34, -0.62)  0.23
N (-0.27, 0.15, 0.60)  -0.44
H (0.20, -2.17, -0.95)  0.12

Entry Q
C4H9NO | ωB97M-V with the def2-TZVPD basis set

Computed properties:
LUMO energy = 0.92 eV
E_HOMO = -0.3516 Ha
SMILES string = CCNC(C)=O
HOMO-LUMO gap = 10.5 eV

Last column: natural (NBO) charge in e.
Element x y z (Å)
C (-0.53, -1.26, 1.27)  -0.62
H (1.02, 1.94, 0.15)  0.23
H (1.18, -1.89, 0.14)  0.20
H (-1.03, -0.36, 1.61)  0.21
C (-0.04, 0.77, -1.35)  0.67
H (-0.21, 2.78, -0.80)  0.25
C (0.03, 1.85, -0.30)  -0.72
H (1.34, -0.30, 0.70)  0.20
H (-0.18, -1.74, 2.18)  0.22
N (0.19, -0.52, -1.00)  -0.62
H (-1.32, -1.85, 0.83)  0.21
O (-0.29, 1.07, -2.51)  -0.63
C (0.59, -0.99, 0.29)  -0.22
H (-0.06, -1.19, -1.72)  0.40
H (-0.69, 1.67, 0.49)  0.22

Q: Which of them is the most stable? A: entry Q.